Here is a structure of composition C3H13N3O from the Open Molecules 2025 dataset. Energies are from ωB97M-V with the def2-TZVPD basis set.

The energy above the lowest of the compared OMol25 structures with the same formula, charge and spin is 119.6 kcal/mol. The calculation puts the HOMO energy at -0.274 hartree. The LUMO energy comes out at 0.884 eV.

Element x y z (Å)
C: 2.47 1.50 -0.78
C: -0.75 -1.65 0.94
N: 1.75 0.50 -0.04
N: -0.58 -0.25 0.52
O: 2.54 -0.73 -0.02
H: 3.21 -0.59 0.66
H: 0.11 0.24 1.15
H: 1.82 2.38 -0.86
H: 2.77 1.18 -1.79
H: 3.38 1.81 -0.25
H: -1.25 -1.72 1.91
H: -1.33 -2.20 0.20
H: 0.25 -2.08 1.00
C: -2.55 0.19 -0.77
N: -1.76 0.53 0.40
H: -2.32 0.44 1.25
H: 0.51 0.06 -0.26
H: -3.38 0.90 -0.84
H: -1.93 0.30 -1.66
H: -2.97 -0.83 -0.76

***

Here is a cluster of 2 separate species, C3H13N3O in total from the Open Molecules 2025 dataset. Energies are from ωB97M-V with the def2-TZVPD basis set.

Its SMILES is NCCN.NCO. The energy above the lowest of the compared OMol25 structures with the same formula, charge and spin is 27.6 kcal/mol. The calculation puts the HOMO energy at -0.342 hartree. The LUMO energy comes out at 0.848 eV.

Element x y z (Å)
C: -0.93 1.21 1.98
N: -2.27 1.68 1.73
C: -0.75 -0.11 1.18
N: 0.62 -0.58 1.27
H: -0.86 1.03 3.07
H: -0.16 1.97 1.71
H: -2.57 2.50 2.22
H: -2.59 1.70 0.77
H: -1.05 0.03 0.13
H: -1.42 -0.85 1.65
H: 1.10 -1.47 -0.37
H: 1.22 0.24 1.40
H: 0.73 -1.12 2.15
N: 0.43 -0.06 -2.92
C: 1.54 -0.51 -2.05
O: 1.37 -1.71 -1.27
H: 0.15 -0.92 -3.45
H: -0.34 0.16 -2.28
H: 2.39 -0.62 -2.69
H: 1.80 0.24 -1.31

***

Here is a structure of composition C3H13N3O2 from the Open Molecules 2025 dataset. Energies are from ωB97M-V with the def2-TZVPD basis set.

The energy above the lowest of the compared OMol25 structures with the same formula, charge and spin is 133.8 kcal/mol. The calculation puts the HOMO energy at -0.316 hartree. The LUMO energy comes out at 0.687 eV.

Element x y z (Å)
C: -1.82 -0.15 1.16
C: -1.54 -0.04 -0.66
C: -0.95 1.31 -1.04
O: -0.76 0.01 1.94
H: 0.20 -0.63 1.48
H: -2.53 0.69 1.24
H: -2.34 -1.12 1.24
H: -1.17 -0.84 -1.31
H: -2.60 -0.07 -0.91
H: -1.25 1.61 -2.05
H: -1.29 2.09 -0.35
H: 0.14 1.29 -1.02
N: 2.14 -0.72 0.17
N: 0.89 -1.31 0.50
N: 2.26 0.45 0.88
O: 2.06 -0.44 -1.30
H: 2.87 -0.83 -1.65
H: 0.03 -0.96 -0.11
H: 0.98 -2.31 0.39
H: 3.17 0.85 0.70
H: 1.51 1.12 0.71